{
  "formula": "C3H9NO2",
  "method": "ωB97M-V/def2-TZVPD",
  "spin_multiplicity": 2,
  "e_above_lowest_ev": 0.914,
  "max_force_ev_per_a": 3.29,
  "gap_ev": [2.59, 8.94],
  "lumo_ev": [4.097, 4.087],
  "total_charge": -1,
  "elements": ["C", "C", "C", "N", "O", "H", "H", "H", "H", "H", "H", "H", "H", "H", "O"],
  "positions_angstrom": [[-0.81146, 1.22634, 1.60264], [-0.99360, -0.08411, 0.73492], [0.22094, -0.70812, 0.18535], [1.39402, -0.70707, 1.01631], [0.19613, -1.20022, -0.96104], [-0.56180, 1.93072, 0.87153], [-1.69326, 1.58395, 1.98555], [-0.03898, 1.15859, 2.38933], [-1.60136, 0.14956, -0.21333], [-1.59849, -0.84372, 1.14151], [1.46347, -0.27528, 1.91210], [2.23355, -0.84013, 0.45715], [0.35880, -0.78969, -2.99908], [1.06456, 0.02495, -4.13296], [0.36748, -0.62578, -3.99000]],
  "lowdin_charge": [-0.124, -0.239, -0.635, 0.078, -0.179, 0.039, -0.006, 0.051, 0.119, 0.017, 0.023, 0.025, 0.008, -0.007, -0.169]
}